A 5-piece molecular cluster, C18H44ClN10O5 overall in a non-equilibrium geometry. Source: the Open Molecules 2025 dataset; level of theory: ωB97M-V/def2-TZVPD.

* E: -57042.3548 eV
* expectation value of S²: 0.754
* spin multiplicity: 2
* frontier orbital gap (spin up / spin down): 8.7 / 9.1 eV

Each line ends with the Mulliken charge.
Element x y z (Å)
C 0.4360 2.8005 -0.2185  -1.517
C -0.2384 1.6194 0.5670  0.294
N -1.3601 1.0054 -0.1647  -0.244
C -1.4218 -0.4631 0.0076  1.460
C -2.7990 -0.8852 -0.6328  -0.355
Cl -2.8145 -0.5211 -2.4452  -0.379
C -4.0024 -0.0546 -0.0600  -0.650
C -5.3932 -0.6032 -0.5121  -1.263
C -0.2131 -1.1441 -0.7308  -1.845
C 0.4352 -2.3524 0.0323  1.884
C 1.6649 -1.9315 0.9109  -1.417
C 1.0637 -3.2596 -1.1024  -1.567
N -0.5442 -3.2076 0.7334  0.638
O 0.0395 -4.2428 1.2288  -0.663
C -1.3814 -2.4803 1.7124  1.883
C -2.8292 -3.1194 1.8084  -1.616
C -0.7701 -2.6816 3.1583  -1.839
C -1.4216 -0.9199 1.4993  -2.721
H 0.3741 2.6893 -1.3171  0.398
H -0.0812 3.7293 0.1016  0.421
H 1.4724 2.8925 0.1612  0.341
H 0.5676 0.9147 0.8696  -0.150
H -0.6463 2.0502 1.5089  0.380
H -1.1360 1.1527 -1.1501  0.421
H -2.9740 -1.9753 -0.5700  0.454
H -3.8957 0.9464 -0.5288  0.423
H -3.9352 0.1086 1.0296  0.391
H -6.1600 0.0388 -0.0236  0.374
H -5.5671 -1.6658 -0.2649  0.279
H -5.5003 -0.3976 -1.5977  0.308
H 0.6306 -0.4471 -0.9299  0.366
H -0.4844 -1.5445 -1.7327  0.401
H 1.4221 -1.1856 1.6910  0.238
H 2.1573 -2.7889 1.4016  0.397
H 2.3612 -1.4230 0.2050  0.220
H 0.3280 -4.0188 -1.4376  0.410
H 1.9289 -3.8253 -0.6964  0.279
H 1.3760 -2.6420 -1.9622  0.373
H -2.8615 -4.0244 1.1717  0.303
H -3.6124 -2.3833 1.5318  0.276
H -3.0319 -3.4565 2.8448  0.440
H -0.9067 -3.7230 3.5106  0.424
H -1.3727 -2.0517 3.8580  0.384
H 0.2717 -2.3228 3.2390  0.302
H -2.3154 -0.5791 2.0672  0.604
H -0.5616 -0.5223 2.0794  0.371
C 2.9545 -1.5980 5.2132  0.560
O 2.3736 -1.3829 4.1603  -0.545
N 2.6164 -2.6303 6.0358  -0.349
N 3.9871 -0.8235 5.6501  -0.444
H 3.0775 -2.8265 6.9030  0.168
H 1.8595 -3.2203 5.7424  0.214
H 4.2607 -0.0544 5.0673  0.221
H 4.4776 -0.9807 6.5091  0.147
C 4.3829 -0.9515 -2.4688  0.604
O 3.1769 -1.1132 -2.3620  -0.541
N 5.2721 -1.4945 -1.5905  -0.351
N 4.9362 -0.2157 -3.4734  -0.446
H 6.2644 -1.3762 -1.6567  0.165
H 4.8959 -2.0426 -0.8384  0.229
H 4.3078 0.1983 -4.1368  0.222
H 5.9212 -0.0697 -3.5806  0.142
C -1.1283 1.8944 -5.8460  0.607
O -0.6472 2.5996 -4.9714  -0.639
N -1.8017 0.7429 -5.5718  -0.257
N -1.0296 2.2046 -7.1713  -0.395
H -2.2033 0.1512 -6.2730  0.146
H -1.8931 0.4844 -4.6058  0.241
H -0.5398 3.0466 -7.4088  0.234
H -1.4152 1.6431 -7.9055  0.152
C 0.4093 7.0359 0.7031  0.677
O 1.4881 6.9122 1.2619  -0.645
N 0.0983 6.3706 -0.4446  -0.392
N -0.5741 7.8506 1.1829  -0.390
H -0.7798 6.4564 -0.9195  0.155
H 0.7993 5.7620 -0.8246  0.218
H -0.3786 8.3552 2.0268  0.218
H -1.4660 7.9674 0.7421  0.162

C40H63N8O4PRe as an isolated structure in a non-equilibrium geometry. Source: the Open Molecules 2025 dataset; level of theory: ωB97M-V/def2-TZVPD.

* relative energy (zero: lowest compared OMol25 entry of this formula, charge and spin): 38.61 kcal/mol
* E: -74019.1309 eV
* expectation value of S²: 0.760
* charge: +2
* spin multiplicity: 2
* frontier orbital gap (spin up / spin down): 5.2 / 5.4 eV

Each line ends with the Mulliken charge.
Element x y z (Å)
Re -0.5415 0.3350 0.8421  0.822
O 2.0849 -4.6748 1.0108  -0.408
C 1.2777 -5.6644 0.5477  0.944
C 1.7233 -6.9795 0.4684  -0.890
C 0.9106 -7.9679 -0.0574  -0.533
C -0.3638 -7.6624 -0.5216  -0.989
C -0.8044 -6.3570 -0.4412  -0.342
C -0.0041 -5.3432 0.0941  0.166
C -0.5353 -3.9583 0.1968  -0.084
O -0.2865 -3.2153 1.1468  -0.320
N -1.2978 -3.5547 -0.8547  0.099
N -2.0026 -1.5505 0.2109  0.018
C -3.1896 -1.2793 0.8590  -1.190
C -3.1990 -0.4734 2.0073  0.449
C -4.3703 -0.3130 2.7803  -0.902
C -4.3656 0.5176 3.8657  -0.562
C -3.1826 1.1926 4.2130  -0.997
C -2.0712 1.0057 3.4365  -0.303
N -2.0493 0.2067 2.3438  0.463
H 2.9247 -5.0606 1.2865  0.302
H 2.7198 -7.2231 0.8231  0.362
H 1.2735 -8.9870 -0.1015  0.417
H -1.0050 -8.4339 -0.9263  0.438
H -1.8176 -6.1286 -0.7552  0.444
H -4.1168 -1.6740 0.4633  0.437
H -5.2586 -0.8645 2.4965  0.564
H -5.2632 0.6508 4.4562  0.448
H -3.1346 1.8462 5.0730  0.486
H -1.1379 1.5031 3.6706  0.405
C -4.7424 1.9763 -0.3552  -0.823
N -3.7640 3.0572 -0.3993  0.135
C -4.0325 4.0709 -1.4201  -1.221
C -2.5037 2.8137 0.0496  -0.481
O -2.1471 1.6110 0.2004  1.146
N -1.7347 3.8748 0.3605  0.490
C -0.2929 3.7650 0.5142  -0.658
C -2.3001 5.1852 0.6996  -1.227
H -5.7322 2.4128 -0.2286  0.450
H -4.5367 1.3173 0.4812  0.145
H -4.7369 1.3903 -1.2804  0.273
H -4.3542 3.5704 -2.3356  0.376
H -3.1381 4.6388 -1.6489  0.415
H -4.8213 4.7545 -1.1054  0.296
H 0.0354 2.7451 0.3399  -0.324
H -0.0076 4.0630 1.5245  0.595
H 0.2179 4.4174 -0.1980  0.445
H -3.3253 5.0737 1.0410  0.369
H -2.2738 5.8855 -0.1341  0.368
H -1.7066 5.6061 1.5088  0.379
C -1.6960 -2.4082 -3.5302  -2.058
C -1.6222 -1.4676 -2.3175  3.077
C -2.7850 -0.4609 -2.4125  -1.544
C -2.0046 -2.2969 -1.0482  -3.077
P -0.0046 -0.4677 -2.2837  0.087
N 0.2419 0.1655 -0.8249  0.028
C -0.1438 0.9859 -3.4920  2.360
C 1.2646 1.6088 -3.5814  -1.961
C -1.0393 2.0940 -2.8973  -2.357
C -0.6205 0.6236 -4.9063  -1.852
C 1.5255 -1.4841 -2.6757  2.008
C 1.4728 -2.8099 -1.9069  -1.908
C 1.7136 -1.7813 -4.1705  -1.928
C 2.7653 -0.7392 -2.1279  -1.742
H -2.6688 -2.9143 -3.5386  0.441
H -0.9180 -3.1706 -3.5344  0.413
H -1.6181 -1.8609 -4.4668  0.405
H -3.7301 -1.0089 -2.3191  0.751
H -2.8087 0.0283 -3.3781  0.647
H -2.7566 0.2983 -1.6311  -0.586
H -3.0381 -2.5802 -1.2616  0.906
H -1.2785 -1.9894 0.8120  0.946
H -1.4023 -4.2192 -1.6029  0.680
H 1.6940 1.7883 -2.5944  0.316
H 1.1637 2.5743 -4.0818  0.664
H 1.9606 1.0173 -4.1707  0.356
H -0.8607 2.2147 -1.8282  0.472
H -2.1017 1.9347 -3.0604  0.111
H -0.7714 3.0316 -3.3904  0.719
H -0.0264 -0.1544 -5.3799  0.271
H -0.5312 1.5195 -5.5279  0.524
H -1.6652 0.3233 -4.9413  0.390
H 0.7087 -3.4881 -2.2728  0.247
H 1.3504 -2.6492 -0.8319  0.065
H 2.4359 -3.3060 -2.0476  0.830
H 0.8766 -2.3308 -4.6017  0.297
H 2.6005 -2.4137 -4.2697  0.527
H 1.8905 -0.8936 -4.7711  0.351
H 2.6070 -0.3878 -1.1098  0.232
H 3.0758 0.0999 -2.7416  0.411
H 3.5910 -1.4540 -2.1131  0.523
C 3.2104 4.0161 1.7729  -0.878
C 3.2026 3.4362 3.1812  -0.716
N 4.2907 2.4889 3.4117  0.155
C 5.6501 3.0462 3.5427  -0.793
C 6.5383 2.7619 2.3414  -1.070
C 4.1704 1.1559 3.5976  0.325
O 5.1154 0.4367 3.8754  -0.623
C 2.8294 0.4573 3.4938  0.125
C 2.5438 -0.5060 4.4611  -0.481
C 1.4508 -1.3362 4.3031  -1.488
C 0.6564 -1.1891 3.1837  0.064
N 0.8926 -0.2277 2.2686  0.012
C 1.9791 0.5650 2.4226  -0.138
H 2.3909 4.7254 1.6456  0.363
H 3.1202 3.2319 1.0147  0.169
H 4.1397 4.5542 1.5792  0.440
H 2.2528 2.9531 3.4029  0.292
H 3.3154 4.2447 3.9048  0.365
H 6.0977 2.6270 4.4411  0.424
H 5.5322 4.1190 3.6916  0.417
H 6.6974 1.6909 2.2289  0.321
H 7.5108 3.2356 2.4827  0.387
H 6.1019 3.1540 1.4209  0.271
H 3.2143 -0.6130 5.3053  0.572
H 1.2263 -2.1171 5.0176  0.515
H -0.1651 -1.8571 2.9804  0.545
H 2.1685 1.2538 1.6096  0.491

A 2-piece molecular cluster, C6H9N2O2 overall in a non-equilibrium geometry. Source: the Open Molecules 2025 dataset; level of theory: ωB97M-V/def2-TZVPD.

* relative energy (zero: lowest compared OMol25 entry of this formula, charge and spin): 121.70 kcal/mol
* E: -13427.4890 eV
* expectation value of S²: 2.028
* charge: +1
* spin multiplicity: 3
* frontier orbital gap (spin up / spin down): 6.8 / 5.9 eV

Each line ends with the Mulliken charge.
Element x y z (Å)
C 0.1912 1.2286 -2.0492  -0.846
C -0.4565 1.2209 -0.8723  -0.309
C -1.4193 -2.9642 0.0103  0.521
C 1.1891 -0.6901 -0.0686  -1.404
C 0.0449 0.1922 0.1755  1.082
C -0.7055 0.1823 1.2676  -0.083
N -0.3670 -3.3703 -0.4507  -0.233
N -1.6090 0.1972 2.1399  -0.378
O -2.4280 -2.4095 0.0133  -0.386
O 0.7253 -4.0934 -0.0447  -0.308
H 0.0623 1.8997 -2.7970  0.339
H 0.9605 0.6248 -2.4763  0.291
H -1.1020 1.9484 -0.7037  0.516
H 2.0783 -0.1849 -0.3597  0.474
H 1.3079 -1.3108 0.8668  0.365
H 0.7465 -4.8764 -0.6912  0.389
H 0.9061 -1.4495 -0.8620  0.454
H -2.3558 -0.4738 2.1270  0.250
H -1.7547 0.8179 2.9571  0.267

A 3-piece molecular cluster, C25H56F2N8O4P3Si overall in a non-equilibrium geometry. Source: the Open Molecules 2025 dataset; level of theory: ωB97M-V/def2-TZVPD.

* E: -88117.8766 eV
* charge: -1
* frontier orbital gap: 5.0 eV

Each line ends with the Mulliken charge.
Element x y z (Å)
C 3.3002 -3.4941 0.1091  -1.071
Si 3.7848 -2.2680 -1.2757  0.292
C 4.8784 -3.1704 -2.5860  -1.084
C 2.2072 -1.7317 -2.2234  -0.313
C 0.9539 -1.5722 -1.2818  -1.008
C -0.4205 -1.4650 -2.0821  1.016
F -0.1636 -1.3594 -3.4782  -0.400
F -1.2137 -2.5907 -1.9251  -0.330
N -1.0616 -0.2140 -1.6841  -0.431
C -2.5134 -0.3422 -1.4036  0.545
P -2.9008 -1.0548 0.3049  0.220
N -4.4811 -1.0968 0.5063  -0.709
C -3.0634 1.1577 -1.3434  0.380
O -3.4339 1.6054 -0.2340  -0.713
O -3.0793 1.8955 -2.3987  -0.779
C 4.8285 -0.8022 -0.6447  0.796
C 5.6826 -0.9544 0.5526  -0.381
C 6.4931 0.2029 0.9557  -0.337
C 6.4787 1.4597 0.2275  -0.364
C 5.6065 1.6404 -0.9407  -0.711
C 4.8081 0.4900 -1.3411  -0.214
H 2.5926 -2.9897 0.8249  0.290
H 4.2289 -3.8643 0.6103  0.338
H 2.7164 -4.3200 -0.3777  0.326
H 5.2702 -2.3763 -3.2818  0.287
H 5.6838 -3.7932 -2.1274  0.303
H 4.1690 -3.8091 -3.1902  0.315
H 2.0050 -2.4710 -3.0469  0.343
H 2.4632 -0.7622 -2.7322  0.203
H 1.0905 -0.5987 -0.7335  0.272
H 0.8627 -2.3590 -0.4920  0.216
H -0.9586 0.4441 -2.4684  0.290
H -3.1052 -0.8504 -2.2123  -0.102
H -2.2130 -0.2354 1.2513  0.060
H -2.4237 -2.4127 0.3417  0.028
H -4.6706 -0.5198 1.3293  0.193
H 5.7282 -1.8986 1.1443  0.200
H 7.1743 0.1347 1.8370  0.275
H 7.1275 2.3020 0.5588  0.327
H 5.5901 2.5980 -1.5039  0.365
H 4.1327 0.5753 -2.2254  0.130
O -7.4243 -2.7985 -5.3766  -0.864
P -7.3868 -1.6135 -4.4062  0.997
N -8.8701 -0.9462 -4.9662  0.118
C -9.1916 0.4363 -5.2312  -0.872
C -10.0444 -1.6222 -4.4310  -1.134
N -5.9813 -0.9158 -5.1559  0.249
C -6.0833 -0.2538 -6.4471  -1.130
C -4.8528 -1.8480 -5.2022  -1.265
N -7.2905 -0.3610 -3.1328  -0.009
C -6.5546 0.8931 -3.2511  -0.898
C -6.9400 -0.9835 -1.8396  -1.175
H -9.3643 1.0157 -4.3132  0.318
H -10.1029 0.5029 -5.8349  0.371
H -8.4299 0.9389 -5.8221  0.160
H -10.2652 -1.2860 -3.4072  0.332
H -9.8896 -2.7034 -4.4013  0.325
H -10.9252 -1.4504 -5.0559  0.351
H -6.6818 -0.8222 -7.1698  0.310
H -5.0966 -0.0812 -6.8847  0.367
H -6.5090 0.7460 -6.3407  0.285
H -4.9476 -2.5687 -6.0229  0.305
H -4.7791 -2.4131 -4.2679  0.386
H -3.9115 -1.3048 -5.3235  0.384
H -5.4707 0.7561 -3.2739  0.275
H -6.7879 1.5286 -2.3908  0.403
H -6.8546 1.4656 -4.1279  0.256
H -5.8968 -1.3116 -1.8261  0.355
H -7.5744 -1.8602 -1.6571  0.372
H -7.1085 -0.2931 -1.0103  0.356
O 4.7588 1.3128 3.5572  -0.655
P 4.3387 1.8822 4.9111  0.787
N 5.2816 3.3069 4.7511  0.230
C 6.1044 3.9583 5.7435  -0.884
C 4.6621 4.3149 3.8961  -1.181
N 5.1365 0.6164 5.7993  0.156
C 6.5877 0.5934 5.9117  -1.066
C 4.6822 -0.7183 5.3982  -1.143
N 3.6562 2.4920 6.4527  -0.078
C 4.1729 2.1693 7.7720  -0.895
C 2.1937 2.2998 6.4651  -1.093
H 5.5148 4.5221 6.4807  0.312
H 6.7861 4.6662 5.2623  0.372
H 6.7533 3.2646 6.2730  0.162
H 3.8863 4.8741 4.4382  0.317
H 4.1923 3.8503 3.0260  0.324
H 5.4011 5.0215 3.5107  0.365
H 7.0905 0.7924 4.9578  0.261
H 6.9426 -0.3698 6.2878  0.394
H 6.9339 1.3162 6.6532  0.268
H 5.1576 -1.0527 4.4692  0.317
H 3.5996 -0.7279 5.2413  0.374
H 4.8993 -1.4495 6.1821  0.353
H 4.0157 1.1224 8.0489  0.291
H 3.6660 2.7898 8.5190  0.387
H 5.2317 2.4030 7.8687  0.260
H 1.9293 1.2408 6.5751  0.353
H 1.7582 2.6611 5.5273  0.363
H 1.7277 2.8725 7.2717  0.362